46
Properties=species:S:1:pos:R:3 method="wB97M-V/def2-TZVPD" homo_ev="-13.06 / -13.06" lumo_ev="-11.00 / -11.08" max_force_ha_per_bohr=0.0711 e_tot_ev=-32469.974 charge=+2
C 2.8516 -0.0994 -1.1075
N 1.5800 -0.1593 -1.5511
N 1.6551 -0.2192 -2.9406
C 2.9448 -0.2578 -3.3330
C 3.7496 -0.1739 -2.1939
B 0.3632 -0.1019 -3.7949
N -0.6279 -1.2616 -3.4805
N -1.1615 -1.4183 -2.2067
C -2.0965 -2.3886 -2.2992
C -2.1394 -2.8877 -3.6170
C -1.1852 -2.1542 -4.3232
Sr -0.4388 -0.4793 0.1489
N -0.3457 1.2199 -3.3378
N -0.7287 1.3777 -2.0227
C -1.2952 2.5893 -1.9115
C -1.2847 3.2224 -3.1700
C -0.6726 2.3212 -4.0432
H -1.6762 2.9475 -0.9624
H -0.4454 2.3699 -5.0956
H -1.6673 4.1937 -3.4059
H 0.6161 -0.0528 -4.9606
H -0.8621 -2.1979 -5.3543
H 3.1934 -0.3426 -4.3822
H -2.7738 -3.6622 -4.0011
H 4.8216 -0.1621 -2.1565
H -2.7009 -2.6804 -1.4447
H 3.0740 0.0073 -0.0517
H -2.8944 -0.8070 1.0097
C -2.5408 -1.6256 1.6629
H -3.1965 -2.4877 1.5053
H -1.4916 -1.9322 1.4778
H -2.6290 -1.3101 2.7076
O 0.5934 -1.1671 2.2673
C 0.7371 0.0671 2.6043
O 0.7455 1.0252 1.7556
C 0.7952 0.4041 4.0623
C 0.6889 1.7436 4.4541
C 0.6117 2.0790 5.8085
C 0.6658 1.0717 6.7837
C 0.7859 -0.2714 6.3918
C 0.8499 -0.6029 5.0352
H 0.6530 2.5139 3.6830
H 0.5060 3.1252 6.0987
H 0.6179 1.3286 7.8425
H 0.8233 -1.0636 7.1415
H 0.9311 -1.6402 4.7070


11
Properties=species:S:1:pos:R:3 method="wB97M-V/def2-TZVPD" homo_ev=-8.20 lumo_ev=0.83 max_force_ha_per_bohr=0.0971 e_tot_ev=-16362.858
C -0.0768 0.3760 -0.2939
N 1.3404 0.2353 -0.2394
N 1.6346 -0.9661 -0.1780
N -0.5986 -0.9732 -0.4179
N 0.5802 -1.7454 -0.1561
P -0.7139 1.3689 1.1771
H -0.5665 1.1147 -1.4127
H -1.3375 -1.1876 0.2445
H 0.6198 -2.6996 -0.4812
H -1.3357 2.3730 0.4431
H 0.4540 2.1040 1.3145


126
Properties=species:S:1:pos:R:3 method="wB97M-V/def2-TZVPD" homo_ev=-8.15 lumo_ev=0.03 max_force_ha_per_bohr=0.0645 e_tot_ev=-64488.315
C 1.8085 -4.8745 4.3184
C 0.7560 -4.3630 5.2960
C -0.1548 -3.1906 4.6449
C -1.3393 -3.6911 3.7505
C -2.1510 -4.4659 4.8072
C -1.3840 -5.7356 5.3228
N -0.1113 -5.4329 5.9089
O 0.6129 -6.5054 6.4594
C -2.2149 -6.3617 6.4303
C -1.3710 -6.8387 4.2217
C 1.5254 -3.7300 6.4794
H 2.5996 -4.1352 4.1932
H 1.2286 -5.1304 3.4316
H 2.2462 -5.7807 4.7371
H -0.6125 -2.6491 5.4727
H 0.3598 -2.4319 4.0552
H -0.9026 -4.3527 3.0023
H -1.9312 -2.8771 3.3320
H -3.0629 -4.6881 4.2530
H -2.4470 -3.8063 5.6229
H -3.1631 -6.8159 6.1428
H -1.6950 -7.1350 6.9960
H -2.3441 -5.6334 7.2310
H -2.3704 -6.9107 3.7924
H -0.6233 -6.5358 3.4887
H -1.0210 -7.8272 4.5191
H 0.8669 -3.0825 7.0583
H 2.2988 -3.1050 6.0328
H 2.0518 -4.3531 7.2024
H 0.4307 -6.2783 7.3742
C -4.3999 5.9791 2.0331
C -3.5579 5.5957 3.2772
C -3.5759 4.0284 3.2542
C -2.7049 3.5344 4.4602
C -1.2705 3.9863 4.2212
C -1.0590 5.5279 4.0912
N -2.1381 6.0740 3.2275
O -2.0330 7.5114 2.9452
C -1.0399 6.2969 5.4777
C 0.3494 5.8183 3.3183
C -4.2656 6.0799 4.6115
H -4.5857 7.0532 2.0350
H -5.4024 5.5693 2.1560
H -4.0048 5.7945 1.0341
H -4.5801 3.6069 3.2103
H -2.9275 3.7694 2.4172
H -2.7947 2.4481 4.4584
H -3.0076 3.7957 5.4741
H -0.7162 3.4405 3.4576
H -0.8865 3.6125 5.1704
H -0.4487 5.8026 6.2487
H -0.7744 7.3462 5.3492
H -1.9900 6.4157 5.9986
H 0.5723 6.8851 3.3362
H 1.2828 5.3122 3.5649
H 0.0477 5.4788 2.3274
H -4.2275 7.1636 4.5011
H -3.8163 5.8229 5.5708
H -5.3437 5.9663 4.7252
H -1.4253 7.4393 2.2056
C 3.6972 -1.2698 -4.6110
C 2.4629 -1.4227 -3.7190
C 2.8590 -1.9661 -2.2815
C 1.7031 -1.7430 -1.2805
C 1.2222 -0.3671 -1.2763
C 0.8111 0.2508 -2.6214
N 1.7447 -0.1276 -3.7045
O 1.3717 0.2935 -5.0647
C -0.5899 -0.1943 -2.9556
C 0.8845 1.8268 -2.5672
C 1.5450 -2.5514 -4.4012
H 3.5409 -0.8422 -5.6014
H 4.1365 -2.2573 -4.7523
H 4.5343 -0.7746 -4.1191
H 2.9211 -3.0536 -2.2431
H 3.7524 -1.4523 -1.9265
H 2.0345 -1.9734 -0.2680
H 0.9104 -2.4631 -1.4836
H 1.8578 0.3436 -0.7481
H 0.2754 -0.4044 -0.7375
H -1.2393 0.4500 -2.3630
H -0.8964 0.0321 -3.9769
H -0.9321 -1.2090 -2.7520
H 1.8560 2.1718 -2.2134
H 0.6611 2.3215 -3.5125
H 0.1859 2.1035 -1.7776
H 1.3183 -2.2291 -5.4175
H 0.5401 -2.4984 -3.9822
H 1.9390 -3.5648 -4.3252
H 1.9191 1.0599 -5.2505
O 3.4598 -1.6712 -10.4523
H 2.8130 -1.1978 -9.9290
H 3.8350 -1.0060 -11.0293
O 8.0506 0.0369 -9.1021
H 8.5973 -0.5567 -8.5872
H 8.6515 0.7209 -9.3976
O -4.7372 4.1349 -4.4417
H -4.4770 3.6169 -5.2034
H -4.4841 3.5996 -3.6896
O 1.3090 4.2857 -9.0255
H 0.7940 4.9209 -9.5230
H 2.1777 4.3145 -9.4264
O -0.1299 -8.7282 -7.1603
H -0.3952 -9.2587 -6.4090
H 0.2364 -7.9323 -6.7748
O -6.4562 1.3918 -0.9162
H -7.1260 1.4807 -1.5943
H -6.9121 1.5978 -0.1001
O 4.2224 1.8170 3.5580
H 4.7631 1.0301 3.4896
H 4.6907 2.4754 3.0448
O -2.2420 7.0107 -3.6379
H -1.9102 7.2421 -2.7704
H -2.9196 6.3561 -3.4689
O 7.6287 -0.9102 2.8986
H 7.5043 -1.1853 1.9903
H 8.1202 -1.6262 3.3011
O -1.1609 0.1806 -9.9061
H -0.8801 -0.0286 -9.0153
H -1.3092 -0.6710 -10.3172
O -2.5275 2.8435 -7.2604
H -1.6791 3.2780 -7.3481
H -2.5127 2.1523 -7.9224
O 3.4141 -7.7810 -4.1391
H 4.3603 -7.6583 -4.0621
H 3.0421 -7.2014 -3.4744